Formula: C4H8N4O4
Source: the OMol25 dataset
Level of theory: ωB97M-V/def2-TZVPD

The geometry in XYZ format:
```
20
Properties=species:S:1:pos:R:3:forces:R:3:nbo_charge:R:1
C 0.785 -1.160 -0.449 -0.01 0.02 -0.15 -0.276
C 0.862 -0.524 1.804 -0.01 0.61 0.61 0.303
C 0.623 1.201 3.826 -0.39 -0.21 -0.04 -0.290
C -1.723 -0.064 -3.050 0.39 0.20 -0.66 0.544
H 0.635 -2.133 -0.915 0.12 0.10 -0.38 0.175
H -0.086 -0.511 -0.591 0.32 -0.04 0.04 0.208
H 1.695 -0.664 -0.831 -0.47 -0.15 0.10 0.199
H 0.993 -0.896 2.813 -0.06 -0.02 -0.01 0.169
H -0.215 0.516 4.084 0.52 0.14 -0.27 0.175
H 1.595 0.750 4.070 -0.22 0.03 0.01 0.174
H 0.475 2.102 4.420 0.16 0.04 -0.17 0.209
H -1.304 -1.763 -2.256 -0.62 0.83 -0.15 0.515
N 0.669 0.687 1.474 0.04 -0.69 -0.26 -0.191
N -2.066 0.359 -4.332 0.51 -1.40 -0.24 -0.246
N -1.160 1.149 -4.664 -1.04 0.80 -0.56 0.148
N -0.832 0.713 -2.532 0.74 -1.22 0.15 -0.180
O 0.935 -1.510 0.914 0.13 -0.30 0.06 -0.493
O 0.568 1.628 2.466 -0.05 0.41 0.62 -0.364
O -2.064 -1.274 -2.643 -0.63 -0.54 0.79 -0.648
O -0.385 1.397 -3.609 0.56 1.39 0.53 -0.131
```
Positions in Å, forces in eV/Å.

Results
**Energy above the lowest of the compared OMol25 structures with the same formula, charge and spin**: 349.63 kJ/mol
**Electronic energy**: -18421.692 eV
**Highest occupied orbital energy**: -9.16 eV
**HOMO-LUMO gap**: 9.430 eV

***

Formula: C4H8N4OS
Source: the OMol25 dataset
Level of theory: ωB97M-V/def2-TZVPD

The geometry in XYZ format:
```
18
Properties=species:S:1:pos:R:3:forces:R:3:nbo_charge:R:1
C -1.922 -0.252 -0.846 1.74 0.72 1.03 0.594
C -2.098 -1.644 -0.459 -0.33 -1.28 -0.95 -0.737
C 2.720 1.347 -0.274 0.66 -0.67 -1.55 -0.764
C -1.252 0.729 0.196 -3.42 1.44 2.79 -0.364
N 1.486 -0.695 1.717 0.17 0.56 0.15 -0.031
N 0.484 0.075 1.595 -1.55 -0.27 0.47 -0.055
N 2.019 -1.144 0.583 -0.04 -0.66 -1.10 -0.550
N 0.125 0.690 0.515 3.09 -0.26 -1.18 -0.277
O -2.221 0.145 -1.919 -0.61 1.01 -1.53 -0.497
S 1.759 -0.225 -0.732 0.92 0.94 1.53 0.777
H -1.238 -2.115 -0.086 1.70 -0.42 0.34 0.245
H -2.751 -1.767 0.325 -1.69 0.30 2.23 0.242
H -2.549 -2.296 -1.200 0.29 0.35 -0.71 0.242
H 1.920 2.062 -0.120 0.32 0.47 -0.01 0.241
H 3.438 1.571 -1.147 -1.38 -0.15 1.20 0.234
H 3.365 1.193 0.617 -0.81 -0.22 -0.46 0.248
H -1.732 0.482 1.260 0.38 0.47 -2.20 0.222
H -1.553 1.845 -0.026 0.58 -2.31 -0.06 0.230
```
Positions in Å, forces in eV/Å.

Results
**Energy above the lowest of the compared OMol25 structures with the same formula, charge and spin**: 346.48 kJ/mol
**Electronic energy**: -23115.189 eV
**Highest occupied orbital energy**: -8.72 eV
**HOMO-LUMO gap**: 7.888 eV

***

Formula: C4H8N4S
Source: the OMol25 dataset
Level of theory: ωB97M-V/def2-TZVPD

The geometry in XYZ format:
```
17
Properties=species:S:1:pos:R:3:forces:R:3:nbo_charge:R:1
C 2.471 -0.092 -0.167 -0.52 1.41 0.22 0.193
C -0.050 2.637 -0.275 3.73 -3.50 1.35 -0.633
C 0.812 -3.180 0.155 -2.22 -2.87 1.13 -0.433
C -0.252 1.458 0.791 -1.31 0.49 0.09 -0.230
N 2.215 -1.290 -0.367 -0.69 -1.68 0.40 -0.383
N 0.170 -0.930 0.573 -1.40 2.80 0.28 0.052
N 1.013 -1.770 0.148 2.44 0.41 -1.99 -0.024
N 0.591 0.282 0.462 0.35 -1.34 -0.38 -0.261
S 3.559 1.078 -0.202 -0.12 0.17 -0.05 -0.064
H 0.056 1.958 -1.147 -0.98 1.52 -0.52 0.230
H -0.683 3.482 -0.140 -0.82 0.17 -0.48 0.229
H 1.035 2.942 -0.133 -1.27 0.09 -0.13 0.223
H -0.185 -3.562 -0.319 1.58 1.30 0.69 0.223
H 1.579 -3.853 -0.311 -0.20 1.58 0.44 0.257
H 0.727 -3.422 1.251 0.14 -0.37 -1.09 0.219
H -1.363 1.228 0.806 1.31 -0.29 0.02 0.200
H 0.029 1.764 1.799 -0.03 0.12 0.00 0.202
```
Positions in Å, forces in eV/Å.

Results
**Energy above the lowest of the compared OMol25 structures with the same formula, charge and spin**: 175.69 kJ/mol
**Electronic energy**: -21069.294 eV
**Highest occupied orbital energy**: -8.24 eV
**HOMO-LUMO gap**: 8.974 eV

***

Formula: C4H8NO
Source: the OMol25 dataset
Level of theory: ωB97M-V/def2-TZVPD

The geometry in XYZ format:
```
14
Properties=species:S:1:pos:R:3:forces:R:3:nbo_charge:R:1
C 0.002 -1.370 -0.516 -0.69 2.84 1.45 -0.451
C 0.927 0.782 -0.423 -0.01 2.07 1.58 -0.217
C -0.788 -0.277 0.175 0.41 -0.06 -0.77 0.186
C 0.699 -0.390 0.472 -1.49 -0.40 -0.07 0.243
N -0.545 1.066 -0.502 -2.41 1.32 -0.73 -0.564
O 1.332 -0.553 1.635 -1.14 -1.87 2.32 -0.632
H -0.190 -2.300 -0.162 -0.55 -2.74 1.11 0.261
H 0.176 -1.275 -1.537 0.46 -0.14 -1.69 0.222
H 1.415 1.673 -0.087 0.67 0.22 0.51 0.250
H 1.264 0.500 -1.364 0.70 -0.31 -1.70 0.230
H -3.154 0.025 1.318 0.45 -0.10 -0.21 0.053
H -0.960 1.826 0.133 1.37 -1.22 -0.79 0.459
H -0.898 1.354 -1.465 0.27 -1.08 1.17 0.441
H 0.720 -1.061 2.323 1.95 1.46 -2.18 0.519
```
Positions in Å, forces in eV/Å.

Results
**Energy above the lowest of the compared OMol25 structures with the same formula, charge and spin**: 722.83 kJ/mol
**Electronic energy**: -7800.611 eV
**Highest occupied orbital energy (alpha / beta)**: -14.19 / -14.48 eV
**Charge**: +1
**HOMO-LUMO gap (alpha / beta)**: 10.052 / 8.360 eV

***

Formula: C4H8NO
Source: the OMol25 dataset
Level of theory: ωB97M-V/def2-TZVPD

The geometry in XYZ format:
```
14
Properties=species:S:1:pos:R:3:forces:R:3:nbo_charge:R:1
C -0.942 0.606 -0.076 0.19 4.06 -1.17 0.771
C -1.253 -1.509 1.162 -2.20 0.30 2.72 -0.200
C -1.625 -0.261 0.934 2.11 0.81 -1.54 -0.359
C 1.784 0.731 -0.546 -1.35 0.74 2.86 -0.441
N 0.628 0.067 -1.193 -1.69 -0.73 0.46 -0.680
O -1.032 1.781 -0.280 0.17 -3.94 0.60 -0.403
H -1.640 -1.968 2.116 0.48 0.23 -1.33 0.256
H -0.715 -2.097 0.498 1.18 -0.89 -1.00 0.212
H -2.174 0.441 1.530 -0.51 -0.28 0.56 0.284
H 1.706 0.325 0.560 0.59 1.03 -2.03 0.214
H 2.809 0.540 -0.906 -0.81 0.03 -0.39 0.255
H 1.476 1.837 -0.525 1.03 -1.56 -0.01 0.243
H 0.668 -0.970 -1.174 0.17 0.97 -0.58 0.416
H 0.309 0.476 -2.100 0.63 -0.76 0.86 0.433
```
Positions in Å, forces in eV/Å.

Results
**Energy above the lowest of the compared OMol25 structures with the same formula, charge and spin**: 200.74 kJ/mol
**Electronic energy**: -7806.022 eV
**Highest occupied orbital energy**: -15.74 eV
**Charge**: +1
**HOMO-LUMO gap**: 10.617 eV

***

Formula: C4H8NO
Source: the OMol25 dataset
Level of theory: ωB97M-V/def2-TZVPD

The geometry in XYZ format:
```
14
Properties=species:S:1:pos:R:3:forces:R:3:nbo_charge:R:1
C 0.411 0.636 0.684 0.03 1.08 -0.97 -0.089
C 0.498 -0.651 -1.557 -0.12 -0.20 -1.52 0.918
C -1.597 -0.251 -0.508 1.46 2.17 2.43 -0.554
C -0.141 -0.706 -0.371 -0.69 2.18 2.17 -0.523
N 1.629 0.548 1.264 0.28 1.70 -3.12 -0.752
O 0.853 -0.521 -2.617 0.54 0.07 0.18 -0.259
H 0.333 1.485 -0.036 -0.18 -0.58 0.75 0.212
H -0.328 0.670 1.507 -0.06 -0.21 -1.00 0.241
H -1.701 0.717 -0.944 0.20 0.54 -0.88 0.238
H -1.969 -0.049 0.504 -0.03 -0.63 -0.17 0.245
H -2.139 -0.941 -0.972 -2.55 -2.72 -1.96 0.234
H 2.486 0.547 0.757 0.37 0.26 -0.38 0.395
H 0.018 -1.553 0.232 0.30 -1.27 0.37 0.312
H 1.649 0.069 2.058 0.44 -2.40 4.10 0.382
```
Positions in Å, forces in eV/Å.

Results
**Energy above the lowest of the compared OMol25 structures with the same formula, charge and spin**: 179.94 kJ/mol
**Electronic energy**: -7806.238 eV
**Highest occupied orbital energy**: -14.31 eV
**Charge**: +1
**HOMO-LUMO gap**: 9.502 eV

***

Formula: C4H8NO
Source: the OMol25 dataset
Level of theory: ωB97M-V/def2-TZVPD

The geometry in XYZ format:
```
14
Properties=species:S:1:pos:R:3:forces:R:3:nbo_charge:R:1
C 1.899 -0.441 -0.791 1.33 0.55 -0.82 0.136
C 0.559 -0.116 1.367 1.79 1.68 1.94 -0.252
C -0.405 -0.293 0.200 -0.86 -1.92 -1.22 0.412
C -1.303 0.644 -0.557 -2.38 -1.03 -1.20 -0.679
N 1.001 -0.227 0.022 0.23 0.20 1.26 -0.242
O -0.692 -1.672 0.060 1.55 1.37 3.91 -0.691
H 1.521 -0.507 -1.788 0.59 -0.34 -0.93 0.222
H 2.940 -0.403 -0.468 -0.13 -0.29 -0.36 0.239
H 1.046 0.815 1.900 -2.05 -1.19 -1.26 0.283
H 0.807 -0.953 2.025 -0.48 -0.28 -0.53 0.277
H -1.614 1.476 0.075 0.18 0.20 -0.44 0.268
H -2.296 0.022 -0.788 2.05 1.42 0.68 0.266
H -0.936 0.927 -1.601 -0.14 -0.15 1.72 0.257
H -1.126 -1.973 -0.684 -1.68 -0.23 -2.75 0.503
```
Positions in Å, forces in eV/Å.

Results
**Energy above the lowest of the compared OMol25 structures with the same formula, charge and spin**: 272.93 kJ/mol
**Electronic energy**: -7805.274 eV
**Highest occupied orbital energy**: -15.92 eV
**Charge**: +1
**HOMO-LUMO gap**: 10.999 eV

***

Formula: C4H8NO
Source: the OMol25 dataset
Level of theory: ωB97M-V/def2-TZVPD

The geometry in XYZ format:
```
14
Properties=species:S:1:pos:R:3:forces:R:3:nbo_charge:R:1
C 1.187 -1.401 -1.562 1.97 -3.14 -1.59 -0.292
C -1.308 0.081 0.112 2.16 -0.99 -1.52 -0.262
C 1.300 -0.222 -0.834 0.71 -3.09 1.05 0.020
C -0.931 0.541 1.437 -1.99 -0.45 -1.46 0.251
N 0.226 0.345 -0.380 -4.11 0.29 -0.67 -0.445
O -0.987 1.819 1.732 2.86 -0.01 1.18 -0.584
H 0.734 -1.454 -2.573 -0.86 0.42 1.17 0.236
H 1.788 -2.413 -1.466 -0.50 2.67 0.23 0.240
H -1.449 -1.005 0.016 -0.02 0.46 0.31 0.257
H -2.018 0.599 -0.530 0.24 0.34 0.22 0.262
H -0.906 -0.149 2.222 0.71 -1.11 1.13 0.198
H 2.129 0.166 -0.239 0.85 -0.57 -0.77 0.219
H 0.433 1.266 -0.314 -0.09 3.92 1.28 0.385
H -0.198 1.828 2.379 -1.92 1.26 -0.55 0.517
```
Positions in Å, forces in eV/Å.

Results
**Energy above the lowest of the compared OMol25 structures with the same formula, charge and spin**: 511.56 kJ/mol
**Electronic energy**: -7802.801 eV
**Highest occupied orbital energy (alpha / beta)**: -13.85 / -12.44 eV
**Charge**: +1
**HOMO-LUMO gap (alpha / beta)**: 8.717 / 6.332 eV

***

Formula: C4H8NO
Source: the OMol25 dataset
Level of theory: ωB97M-V/def2-TZVPD

The geometry in XYZ format:
```
14
Properties=species:S:1:pos:R:3:forces:R:3:nbo_charge:R:1
C -1.098 -1.351 -0.418 2.76 0.11 -0.62 0.366
C 3.152 0.519 -0.476 2.26 -0.31 0.99 -0.263
C 2.563 0.082 0.806 -0.51 0.66 -6.40 0.132
C -1.225 0.696 0.576 -0.72 2.26 1.95 -0.309
N 1.817 0.082 -0.237 -1.40 -0.67 2.05 -0.430
O -1.813 -0.583 0.211 -0.42 0.44 0.73 -0.298
H -1.482 -2.354 -0.541 -0.11 -0.19 -0.43 0.216
H -0.024 -0.954 -0.708 -1.77 -1.05 0.27 0.250
H 3.389 1.549 -0.512 -0.15 1.12 -0.62 0.191
H 3.833 -0.108 -1.029 0.03 -0.31 -0.02 0.198
H 2.528 0.046 1.797 -0.18 -0.62 3.99 0.212
H -1.980 1.488 0.296 0.92 -1.00 0.29 0.250
H -0.255 0.830 0.111 -0.10 -0.10 -0.33 0.243
H -1.060 0.722 1.719 -0.61 -0.35 -1.84 0.245
```
Positions in Å, forces in eV/Å.

Results
**Energy above the lowest of the compared OMol25 structures with the same formula, charge and spin**: 451.09 kJ/mol
**Electronic energy**: -7803.428 eV
**Highest occupied orbital energy**: -14.10 eV
**Charge**: +1
**HOMO-LUMO gap**: 8.263 eV

***

Formula: C4H8NO
Source: the OMol25 dataset
Level of theory: ωB97M-V/def2-TZVPD

The geometry in XYZ format:
```
14
Properties=species:S:1:pos:R:3:forces:R:3:nbo_charge:R:1
C -2.094 0.895 0.358 -1.37 2.30 0.11 -0.528
C -2.468 -0.017 -0.681 -0.61 0.15 0.02 0.197
C -1.023 -0.259 0.252 2.71 0.97 1.71 0.569
C 2.357 -0.517 0.475 -0.09 -2.47 0.00 -0.438
N 1.467 -0.111 -0.611 0.99 -2.88 1.23 -0.785
O -1.745 -1.168 -0.195 -1.99 -0.92 -1.12 -0.317
H -1.970 2.041 0.279 0.13 -2.00 -0.75 0.325
H -2.552 0.801 1.360 0.57 -0.83 -0.26 0.330
H -2.604 0.092 -1.767 0.69 0.01 0.48 0.263
H 2.882 -1.525 0.318 -0.76 1.57 -0.54 0.222
H 3.077 0.174 0.779 1.42 1.43 -0.21 0.201
H 1.889 -0.727 1.414 -1.25 -0.01 0.47 0.200
H 1.850 -0.359 -1.488 -0.05 0.41 -1.04 0.396
H 0.936 0.681 -0.494 -0.38 2.27 -0.10 0.365
```
Positions in Å, forces in eV/Å.

Results
**Energy above the lowest of the compared OMol25 structures with the same formula, charge and spin**: 678.51 kJ/mol
**Electronic energy**: -7801.071 eV
**Highest occupied orbital energy (alpha / beta)**: -12.94 / -12.98 eV
**Charge**: +1
**HOMO-LUMO gap (alpha / beta)**: 6.398 / 6.472 eV

***

- Which value of energy above the lowest of the compared OMol25 structures with the same formula, charge and spin does entry 5 give?
  200.74 kJ/mol

***

- Look up the energy above the lowest of the compared OMol25 structures with the same formula, charge and spin of the second one.
  346.48 kJ/mol

***

- Among the records above, which one has the highest energy above the lowest of the compared OMol25 structures with the same formula, charge and spin?
  number 4